The following is a quantum chemistry calculation of a cluster of 10 separate species, C42H60F16N4O10 in total at a distorted geometry, from the OMol25 dataset.

Element x y z (Å)
C -1.988 -3.524 -5.407
C -0.522 -3.501 -5.985
C -0.496 -2.526 -7.221
F -1.063 -1.353 -6.954
F 0.658 -2.279 -7.693
F 0.256 -3.017 -5.006
F -0.130 -4.778 -6.154
O -2.910 -3.659 -6.534
C -4.065 -4.493 -6.501
C -4.868 -4.073 -7.794
F -5.951 -4.812 -8.045
F -5.295 -2.785 -7.731
F -3.688 -5.777 -6.527
F -4.745 -4.223 -5.436
H -1.977 -2.503 -5.026
H -2.280 -4.242 -4.641
H -1.071 -2.838 -8.093
H -4.233 -4.216 -8.668
C 5.339 -8.887 1.151
C 6.773 -9.193 1.806
C 7.348 -10.556 1.229
F 6.638 -11.566 1.759
F 7.262 -10.638 -0.126
F 7.509 -8.133 1.550
F 6.671 -9.354 3.073
O 4.845 -7.522 1.346
C 3.868 -7.112 0.361
C 3.522 -5.657 0.569
F 2.608 -5.203 -0.318
F 3.045 -5.403 1.778
F 4.338 -7.256 -0.898
F 2.780 -7.945 0.374
H 4.771 -9.769 1.446
H 5.489 -9.066 0.087
H 8.407 -10.753 1.392
H 4.466 -5.115 0.507
O 7.011 -0.269 0.275
C 7.803 0.324 -0.482
O 9.047 0.512 -0.167
C 9.717 1.185 -1.190
C 8.613 1.957 -1.901
C 7.376 1.154 -1.672
H 10.091 0.366 -1.804
H 10.552 1.758 -0.785
H 8.891 1.986 -2.955
H 8.542 2.989 -1.557
H 7.159 0.569 -2.566
H 6.394 1.620 -1.589
O 7.554 5.401 1.977
C 6.467 5.014 2.299
O 6.160 4.634 3.608
C 4.911 3.944 3.776
C 4.408 3.846 2.339
C 5.206 4.841 1.520
H 4.164 4.408 4.419
H 5.198 2.966 4.162
H 3.327 3.978 2.387
H 4.741 2.859 2.017
H 4.640 5.772 1.543
H 5.554 4.513 0.541
O 0.953 1.081 -0.354
C -0.182 1.042 0.198
O -0.800 2.173 0.541
C -2.043 1.951 1.248
C -2.316 0.486 0.977
C -0.996 -0.230 0.626
H -2.730 2.717 0.890
H -1.989 2.166 2.316
H -2.950 0.301 0.109
H -2.841 0.030 1.816
H -0.991 -1.026 -0.119
H -0.598 -0.726 1.511
O -1.364 -3.360 5.948
C -1.125 -2.157 6.325
O -1.966 -1.213 6.111
C -1.750 -0.175 6.963
C -0.304 -0.275 7.521
C 0.181 -1.544 6.914
H -2.407 -0.032 7.821
H -1.736 0.799 6.473
H -0.285 -0.224 8.610
H 0.318 0.532 7.134
H 0.650 -2.305 7.538
H 0.811 -1.224 6.084
C -8.216 3.693 0.617
C -8.438 2.634 1.690
C -8.162 3.185 3.134
C -6.833 3.744 3.217
N -5.780 4.263 3.239
H -8.972 4.477 0.586
H -8.136 3.343 -0.413
H -7.371 4.363 0.778
H -7.631 1.905 1.611
H -9.397 2.146 1.517
H -8.332 2.316 3.770
H -8.910 3.853 3.561
C 2.409 3.414 -5.495
C 1.335 4.486 -5.743
C -0.040 3.936 -6.205
C -0.676 3.003 -5.285
N -1.166 2.283 -4.603
H 3.354 3.816 -5.130
H 2.684 2.929 -6.432
H 2.154 2.688 -4.723
H 1.617 5.208 -6.509
H 1.161 5.095 -4.856
H 0.076 3.549 -7.217
H -0.849 4.662 -6.123
C -8.316 -3.345 1.823
C -6.858 -2.978 2.232
C -6.753 -2.364 3.740
C -7.841 -2.784 4.656
N -8.756 -3.167 5.300
H -8.588 -4.154 2.501
H -8.371 -3.697 0.793
H -9.043 -2.534 1.858
H -6.408 -2.308 1.499
H -6.212 -3.849 2.335
H -6.720 -1.285 3.585
H -5.781 -2.648 4.142
C -2.099 8.462 -0.851
C -1.197 8.932 0.332
C -0.877 7.655 1.100
C -0.014 7.683 2.329
N 0.567 7.666 3.314
H -1.762 9.113 -1.657
H -3.174 8.580 -0.716
H -1.911 7.443 -1.190
H -1.746 9.577 1.018
H -0.322 9.513 0.043
H -0.273 6.996 0.476
H -1.806 7.116 1.290

As for the HOMO energy: -0.3632 Eh. The energy above the lowest of the compared OMol25 structures with the same formula, charge and spin is 117.02 kcal/mol. The strongest force on any atom comes out at 7.30 eV/Å. Its spin multiplicity is 1. As for the structure (SMILES): FC(F)C(F)(F)COC(F)(F)C(F)F.FC(F)C(F)(F)COC(F)(F)C(F)F.O=C1CCCO1.O=C1CCCO1.O=C1CCCO1.O=C1CCCO1.CCCC#N.CCCC#N.CCCC#N.CCCC#N.